A structure of composition C18H26BIN2O2Pt at a distorted geometry. Source: OMol25; level of theory: wB97M-V/def2-TZVPD.

Structure (XYZ):
```
51
C18H26BIN2O2Pt (wB97M-V/def2-TZVPD)
C 2.805 3.614 -0.777
C 3.437 2.260 -1.064
H 2.590 4.184 -1.684
H 3.411 4.219 -0.091
H 1.835 3.493 -0.257
H 2.798 1.611 -1.665
H 4.380 2.418 -1.588
H 3.651 1.713 -0.146
C -2.438 1.936 -1.826
C -3.685 1.750 -2.411
C -3.885 0.608 -3.195
C -2.843 -0.304 -3.355
H -2.198 2.825 -1.230
H -4.456 2.503 -2.249
H -4.844 0.421 -3.666
H -2.938 -1.222 -3.929
N -1.450 1.033 -1.933
C -1.612 -0.086 -2.700
C -0.495 -0.996 -2.673
N 0.557 -0.620 -1.879
C 1.603 -1.450 -1.688
C 0.531 -3.139 -3.039
C 1.588 -2.742 -2.212
H 2.418 -1.033 -1.098
H 2.407 -3.417 -1.956
C -0.491 -2.243 -3.318
H -1.332 -2.495 -3.963
H 0.510 -4.145 -3.447
Pt 0.397 1.278 -0.985
I -0.364 3.342 0.343
C 1.673 -0.182 3.293
C 0.648 -0.935 2.450
C 0.799 -2.438 2.684
O 0.977 -0.724 1.070
B 0.066 0.206 0.606
O -1.123 0.208 1.311
C -0.819 -0.360 2.579
C -1.870 -1.409 2.843
C -0.991 0.737 3.622
H 2.683 -0.526 3.046
H 1.506 -0.381 4.356
H 1.608 0.899 3.120
H 1.818 -2.778 2.439
H 0.638 -2.658 3.748
H 0.101 -3.058 2.096
H -1.780 -1.759 3.874
H -2.855 -0.952 2.717
H -1.775 -2.248 2.149
H -0.422 1.646 3.400
H -2.048 1.010 3.656
H -0.723 0.385 4.623
```

Relative energy (zero: lowest compared OMol25 entry of this formula, charge and spin) = 0.000 eV
2S+1 = 5
Highest occupied orbital energy (spin up / spin down) = -12.60 / -15.84 eV
Net charge = +2
<S²> = 6.04